This record from the OMol25 dataset describes an isolated molecule of C20H24N2O3. The level of theory is wB97M-V/def2-TZVPD.

Atoms and positions in Å:
C1 8.413 1.652 0.415
H1 8.716 0.802 1.035
O1 7.476 1.273 -0.562
C2 6.282 0.754 -0.147
C3 5.901 0.580 1.179
C4 4.664 0.041 1.478
C5 3.777 -0.336 0.473
C6 4.158 -0.155 -0.853
C7 5.395 0.381 -1.152
H2 5.695 0.521 -2.179
H3 3.508 -0.429 -1.669
O2 2.596 -0.871 0.905
C8 1.628 -1.307 -0.028
C9 0.790 -0.139 -0.568
H4 1.417 0.553 -1.132
H5 0.363 0.400 0.280
C10 -0.326 -0.694 -1.457
N1 -1.161 -1.608 -0.716
C11 -2.412 -1.387 -0.190
O3 -2.994 -2.262 0.420
N2 -2.942 -0.143 -0.430
C12 -4.238 0.307 -0.159
C13 -5.259 -0.521 0.293
C14 -6.519 0.000 0.520
C15 -6.801 1.343 0.306
C16 -5.775 2.162 -0.147
C17 -4.512 1.656 -0.377
H6 -3.727 2.312 -0.730
H7 -5.966 3.212 -0.321
C18 -8.177 1.893 0.533
H8 -8.726 1.930 -0.408
H9 -8.735 1.268 1.226
H10 -8.129 2.905 0.932
H11 -7.301 -0.657 0.872
H12 -5.058 -1.563 0.472
H13 -2.330 0.575 -0.784
C19 -0.418 -2.752 -0.228
H14 -1.116 -3.396 0.306
C20 0.711 -2.295 0.698
H15 1.291 -3.153 1.035
H16 0.291 -1.802 1.575
H17 -0.006 -3.299 -1.083
H18 -0.908 0.113 -1.905
H19 0.125 -1.259 -2.283
H20 2.116 -1.829 -0.865
H21 4.364 -0.101 2.504
H22 6.555 0.856 1.990
H23 8.026 2.450 1.058
H24 9.278 2.022 -0.134

The value obtained for the energy relative to the best compared isomer or geometry (same formula, charge and spin) is 1.657 eV. As for the SMILES: COc1ccc(OC2CCN(C(=O)Nc3ccc(C)cc3)CC2)cc1. Its max |F| is 0.0111 hartree/bohr.

This record from the OMol25 dataset describes a structure of composition C20H24N2O4PtS. The level of theory is wB97M-V/def2-TZVPD.

Atoms and positions in Å:
Pt1 0.209 0.319 0.644
O1 -3.421 -1.592 -1.242
C1 -3.706 -2.461 -0.249
C2 -4.823 -3.281 -0.422
C3 -5.177 -4.194 0.547
C4 -4.426 -4.312 1.716
C5 -3.324 -3.504 1.890
C6 -2.942 -2.570 0.922
C7 -1.753 -1.726 1.150
O2 -1.402 -0.934 0.172
N1 -1.131 -1.808 2.296
N2 -0.060 -0.948 2.340
C8 0.629 -0.863 3.411
C9 1.811 -0.027 3.547
C10 2.390 0.013 4.825
C11 3.524 0.745 5.098
C12 4.127 1.459 4.066
C13 3.597 1.431 2.794
C14 2.434 0.705 2.504
O3 2.033 0.738 1.229
H1 -2.621 -1.101 -0.964
H2 -5.394 -3.171 -1.334
H3 -6.047 -4.821 0.396
H4 -4.703 -5.028 2.478
H5 -2.725 -3.574 2.788
H6 0.322 -1.464 4.265
H7 1.915 -0.557 5.615
H8 3.940 0.759 6.096
H9 5.022 2.038 4.258
H10 4.061 1.972 1.981
C15 1.214 4.601 -1.788
C16 1.107 3.892 -3.131
C17 -0.025 2.874 -3.161
S1 0.251 1.545 -1.953
O4 -0.880 1.713 -0.942
C18 -0.206 0.123 -2.961
C19 0.949 -0.320 -3.853
C20 2.128 -0.875 -3.062
H11 2.049 5.301 -1.778
H12 1.370 3.891 -0.974
H13 0.301 5.158 -1.569
H14 2.051 3.396 -3.376
H15 0.926 4.614 -3.931
H16 -0.164 2.432 -4.148
H17 -0.972 3.315 -2.842
H18 -1.106 0.386 -3.520
H19 -0.466 -0.648 -2.232
H20 1.270 0.507 -4.495
H21 0.562 -1.084 -4.532
H22 2.578 -0.118 -2.420
H23 2.900 -1.254 -3.731
H24 1.807 -1.696 -2.418

Its calculated total energy is -46378.923 eV. The expectation value of S² is 2.011. The spin multiplicity is 3. Its max |F| is 0.0066 hartree/bohr.

Q: Number 1 is which compound?
A: C20H24N2O3